(1)
A cluster of 2 separate species, CH6N2S2 in total at a distorted geometry. Source: the OMol25 dataset; level of theory: ωB97M-V/def2-TZVPD.

Kohn-Sham gap in eV: 8.7
SMILES: [H]/N=C/N.SS
Relative energy (zero: lowest compared OMol25 entry of this formula, charge and spin) in kcal per mole: 20.3
E_HOMO in eV: -8.22

```
11
Properties=species:S:1:pos:R:3:forces:R:3
H -0.726 -1.400 0.460 -0.16 -0.50 0.76
N -0.538 -0.578 -0.068 0.44 0.71 -1.40
C -1.622 -0.004 -0.392 0.65 1.01 -0.65
N -1.712 1.048 -1.310 -1.26 -1.55 1.76
H -2.518 -0.308 0.066 -1.66 -0.16 0.28
H -0.835 1.240 -1.718 0.62 0.91 -0.68
H -2.559 1.630 -1.344 1.26 -0.49 -0.13
S 2.234 0.660 1.446 -0.25 1.97 -1.85
S 3.186 -0.480 -0.042 -0.20 -0.20 0.62
H 2.376 -0.226 2.332 0.42 -1.59 1.95
H 2.713 -1.582 0.569 0.13 -0.10 -0.66
```
Forces are in eV/Å.

The computed Mulliken charges, all in e, follow: 0.2000, -0.4766, -0.0412, -0.4203, 0.3336, 0.2387, 0.2158, -0.1583, -0.1482, 0.1187, 0.1377



(2)
A cluster of 2 separate species, CH6N3 in total at a distorted geometry. Source: the OMol25 dataset; level of theory: ωB97M-V/def2-TZVPD.

Kohn-Sham gap in eV: 11.3
Charge: +1
Relative energy (zero: lowest compared OMol25 entry of this formula, charge and spin) in kcal per mole: 108.9
E_HOMO in eV: -15.18

```
10
Properties=species:S:1:pos:R:3:forces:R:3
C 0.554 -0.943 -0.003 -2.46 -0.55 0.45
N -0.574 -1.064 0.227 0.62 0.33 0.55
N 1.772 -0.793 -0.014 5.47 2.94 0.62
N -1.792 -0.914 -0.106 -0.44 0.10 -2.15
H 0.146 1.059 -1.437 0.24 0.21 0.06
H 2.375 -1.601 -0.112 0.29 0.16 -0.28
H 2.248 0.203 0.210 -1.40 -3.17 -0.52
H -2.412 -1.022 0.622 -1.76 -0.15 1.65
H 0.769 1.171 -1.038 -0.41 0.24 -0.34
H -1.991 -0.281 -0.866 -0.15 -0.11 -0.04
```
Forces are in eV/Å.

The computed Mulliken charges, all in e, follow: 0.2718, 0.3289, -0.3404, -0.4069, -0.0125, 0.2820, 0.3424, 0.2574, 0.0052, 0.2721



(3)
The ion CH6N3O with charge +1 at a distorted geometry. Source: the OMol25 dataset; level of theory: ωB97M-V/def2-TZVPD.

Kohn-Sham gap in eV: 10.7
SMILES: N[C@]1([NH3+])NO1
Charge: +1
Relative energy (zero: lowest compared OMol25 entry of this formula, charge and spin) in kcal per mole: 68.7
E_HOMO in eV: -14.64

```
11
Properties=species:S:1:pos:R:3:forces:R:3
N 1.164 -0.474 0.650 -1.10 0.40 -0.62
C 0.063 -0.191 -0.176 0.47 -3.05 -0.84
N -0.489 1.214 0.123 3.84 -0.60 0.91
N -0.991 -1.017 -0.579 -0.32 -0.82 0.03
O -0.064 -0.633 -1.679 0.09 1.59 3.36
H 1.888 0.201 0.459 0.62 -0.45 0.45
H 1.414 -1.376 1.114 -0.60 1.14 -1.21
H -0.022 1.906 -0.514 -0.38 -0.15 1.36
H -0.566 1.337 1.184 0.99 0.42 -1.73
H -1.383 1.103 -0.148 -4.43 -0.11 -1.72
H -1.013 -2.068 -0.434 0.82 1.63 0.02
```
Forces are in eV/Å.

The computed Mulliken charges, all in e, follow: -0.4284, 0.5792, -0.2923, -0.4346, -0.2770, 0.2265, 0.2588, 0.3805, 0.3882, 0.2811, 0.3180



(4)
The ion CH6N3O2 with charge +1 at a distorted geometry. Source: the OMol25 dataset; level of theory: ωB97M-V/def2-TZVPD.

Kohn-Sham gap in eV: 12.2
SMILES: N/C(NO)=[NH+]/O
Charge: +1
Relative energy (zero: lowest compared OMol25 entry of this formula, charge and spin) in kcal per mole: 11.1
E_HOMO in eV: -15.53

```
12
Properties=species:S:1:pos:R:3:forces:R:3
N -0.581 -1.409 -0.123 -0.36 -0.36 0.81
C -0.073 -0.214 -0.013 2.91 0.51 0.20
N -0.656 0.972 -0.076 -0.55 -2.21 0.40
O -2.111 1.104 -0.133 3.20 -0.41 -0.34
N 1.397 -0.265 0.206 -3.84 1.33 0.11
O 1.991 0.961 -0.070 -0.23 -0.10 -0.11
H -1.562 -1.461 0.071 -0.63 -0.59 -0.20
H 0.026 -2.172 0.196 -0.69 0.26 -0.20
H 0.036 1.627 -0.410 -0.41 1.33 -0.17
H -2.130 2.060 -0.053 -0.84 0.59 0.14
H 1.761 -0.947 -0.402 0.86 -0.99 -1.04
H 2.264 1.209 0.811 0.57 0.65 0.41
```
Forces are in eV/Å.

The computed Mulliken charges, all in e, follow: -0.3301, 0.3682, -0.0333, -0.3128, -0.1893, -0.4368, 0.2962, 0.2865, 0.3117, 0.3754, 0.2701, 0.3943



Among the records above, which one has the highest E_HOMO? CH6N2S2